# 1
Formula: C46H95N7NiO14
Source: the Open Molecules 2025 dataset
Level of theory: ωB97M-V with the def2-TZVPD basis set

```
! RIJCOSX wB97M-V def2-TZVPD def2/J DEFGRID3
* xyz -2 3
Ni -2.6085 -0.4343 -1.2434
C -3.4246 1.5299 -2.7815
O -3.7292 2.7544 -2.7942
O -4.0924 0.5342 -2.3172
O -2.2205 1.2131 -2.3675
N 0.5009 0.4066 -0.5812
O -0.5983 -0.1977 -0.5836
O 0.5966 1.6307 -0.4337
O 1.5819 -0.1869 -0.7834
N -2.7141 0.7189 1.5449
O -2.3048 1.7178 0.9822
O -3.0095 -0.3067 0.8010
O -3.0118 0.6728 2.7438
C 2.2626 2.4812 -5.1624
C 1.9257 3.6528 -4.2327
C 2.6463 4.8891 -4.8565
C 1.8699 5.5755 -5.9318
C 0.4156 5.7529 -5.6998
C -0.3251 4.4839 -5.1323
N 0.4972 3.9434 -4.0667
O -0.1443 2.7840 -3.5509
C -1.6489 4.9718 -4.4792
C -0.7105 3.5478 -6.3051
C 2.6547 3.5772 -2.8475
H 3.2884 2.1035 -5.1959
H 2.2064 2.8198 -6.2002
H 1.6325 1.6415 -4.8667
H 2.9391 5.6186 -4.0961
H 3.6005 4.5727 -5.2867
H 1.9899 4.9602 -6.8345
H 2.3875 6.5033 -6.1967
H 0.1055 6.0073 -6.7194
H 0.2322 6.6536 -5.1092
H -2.2334 4.0859 -4.2298
H -1.3965 5.5818 -3.6118
H -2.2006 5.6431 -5.1430
H 0.0988 3.6686 -7.0277
H -0.7863 2.5107 -5.9837
H -1.6687 3.8836 -6.6950
H 2.4437 4.3418 -2.0981
H 3.7344 3.7254 -2.9583
H 2.5349 2.6321 -2.3128
H -0.2157 2.2265 -4.3358
C 2.0770 4.1332 1.1692
C 1.4316 5.0106 2.3248
C 1.8542 6.4379 1.9772
C 0.7118 7.4583 2.3021
C -0.0886 6.9877 3.5412
C -0.8662 5.6959 3.1526
N -0.0104 4.8619 2.2458
O -0.4600 3.5514 2.2411
C -1.1874 4.9493 4.4679
C -2.1242 6.1601 2.4797
C 1.9937 4.5138 3.6545
H 1.7684 3.1032 1.3338
H 3.1601 4.2438 1.0872
H 1.6926 4.3932 0.1826
H 2.6321 6.7694 2.6708
H 2.1869 6.5104 0.9446
H -0.0832 7.3095 1.5702
H 0.9706 8.5155 2.3423
H -0.7860 7.8186 3.6938
H 0.3956 6.9664 4.5202
H -1.0469 5.5666 5.3600
H -2.2374 4.6589 4.5220
H -0.5700 4.0753 4.6757
H -2.0336 7.0899 1.9070
H -2.5299 5.4859 1.7233
H -2.9256 6.4881 3.1479
H 1.7601 3.4948 3.9598
H 1.4892 5.0822 4.4431
H 3.0556 4.7549 3.7204
H -0.3990 3.1979 3.1425
C -0.7547 -7.8079 -0.8003
C 0.6579 -7.2899 -0.3558
C 1.5754 -7.4891 -1.6377
C 3.0414 -7.0292 -1.3978
C 2.9454 -5.5238 -1.1043
C 1.9590 -5.0635 -0.0116
N 0.6742 -5.8278 -0.1500
O -0.3762 -5.4033 0.7060
C 2.5857 -5.1984 1.3802
C 1.5906 -3.6090 -0.3272
C 1.2104 -8.1704 0.7140
H -1.5492 -7.6557 -0.0604
H -0.9697 -8.8602 -0.9943
H -1.1350 -7.2024 -1.6234
H 1.6112 -8.5541 -1.8800
H 1.1710 -6.9219 -2.4749
H 3.6552 -6.9977 -2.3018
H 3.6259 -7.5935 -0.6720
H 2.7923 -4.9259 -2.0033
H 3.9753 -5.2804 -0.8211
H 1.7890 -5.3293 2.1166
H 3.4089 -5.8950 1.5594
H 3.1020 -4.2943 1.7191
H 2.4577 -2.9562 -0.4147
H 1.2401 -3.6215 -1.3614
H 0.7773 -3.3676 0.3527
H 0.6357 -8.1355 1.6468
H 2.2174 -7.9335 1.0657
H 1.2725 -9.2229 0.4314
H -0.1160 -5.8563 1.5221
C -0.5102 0.2120 6.8249
C 0.7920 0.2188 6.0300
C 1.5368 -0.9712 6.5681
C 2.7798 -1.2772 5.7376
C 2.3010 -1.6210 4.3505
C 1.5738 -0.4227 3.6781
N 0.5180 0.0445 4.5920
O -0.2301 1.1320 4.1164
C 2.6506 0.6369 3.3186
C 1.0403 -0.8122 2.2839
C 1.6084 1.4910 6.3690
H -1.0642 1.1289 6.6084
H -0.3790 0.2021 7.9086
H -1.1413 -0.6424 6.5823
H 1.9765 -0.7577 7.5446
H 0.9362 -1.8799 6.5023
H 3.4075 -2.0804 6.1390
H 3.5274 -0.4806 5.7377
H 1.6404 -2.4879 4.2545
H 3.0860 -1.8466 3.6225
H 2.2118 1.5453 2.9163
H 3.3624 0.9005 4.1100
H 3.3719 0.1924 2.6282
H 0.5776 0.0496 1.8071
H 1.6883 -1.4423 1.6838
H 0.1825 -1.4377 2.5709
H 1.2870 2.3444 5.7679
H 2.6923 1.5554 6.4448
H 1.2183 1.7916 7.3483
H -0.7217 0.7830 3.3579
C -5.0245 -2.4790 -0.5185
C -4.2928 -3.3626 -1.4765
C -5.1781 -3.6261 -2.6949
C -4.4827 -4.3170 -3.8358
C -3.1918 -3.6526 -4.2402
C -2.2527 -3.3682 -3.0472
N -2.9683 -2.8177 -1.8881
O -2.1201 -2.5932 -0.7786
C -1.4965 -4.6913 -2.6543
C -1.2667 -2.2427 -3.3992
C -4.0930 -4.7086 -0.6759
H -6.0667 -2.7232 -0.3278
H -4.9274 -1.4571 -0.9083
H -4.4599 -2.3615 0.4096
H -5.9302 -4.3412 -2.3535
H -5.5949 -2.6436 -2.9240
H -5.1100 -4.3513 -4.7324
H -4.3343 -5.3824 -3.6325
H -3.3960 -2.6760 -4.6932
H -2.7630 -4.1725 -5.1003
H -1.9289 -5.6090 -3.0539
H -0.6086 -4.5061 -3.2636
H -1.2885 -4.7437 -1.5910
H -1.7456 -1.2690 -3.2698
H -0.4165 -2.1093 -2.7244
H -0.8448 -2.3319 -4.4029
H -4.8149 -4.9744 0.0944
H -3.0896 -4.7324 -0.2568
H -4.1793 -5.5077 -1.4189
H -2.0569 -3.4783 -0.3904
*
```

Computed properties:
DFT total energy   -4754.09905 hartree
E_HOMO (alpha / beta)   -0.052 / -0.056 hartree
Expectation value of S²   2.006

Atom charges from the Mulliken analysis, given in e for atoms 1 to 2: atom 1 (Ni): 0.8666, atom 2 (C): 0.5332


# 2
Formula: C47H102BrF2N2O17P2
Source: the Open Molecules 2025 dataset
Level of theory: ωB97M-V with the def2-TZVPD basis set

```
! RIJCOSX wB97M-V def2-TZVPD def2/J DEFGRID3
* xyz 1 1
C 1.0671 -4.9537 -4.7150
C 1.0657 -4.4423 -3.4934
C 1.0164 -3.7646 -2.0075
C 1.4618 -2.1988 -2.0293
C 0.3049 -1.2006 -1.4331
Br -0.3732 -1.8779 0.3626
C -0.9590 -1.3183 -2.4380
C -2.3142 -1.5110 -1.5393
N -2.9993 -2.6705 -1.6159
C 0.8311 0.3101 -1.1283
C -0.2912 1.4637 -1.1977
C -1.1953 1.5330 0.1841
C -1.2390 3.0961 0.7033
C -2.1804 3.1645 2.0224
C -1.3205 3.1961 3.4081
C -1.4933 1.7561 4.1218
O -0.3756 1.5555 5.0536
C 0.5411 0.6143 4.4624
C 0.5117 -0.9001 5.0339
O 1.3426 0.9422 3.5060
C 2.2623 0.6746 -1.8738
C 1.8039 1.0701 -3.4044
C 1.5150 2.6258 -3.6493
C 1.5158 3.9523 -3.5837
C 2.9348 1.9515 -1.0877
F 3.2413 1.6263 0.3189
C 4.2259 2.5949 -1.8183
C 4.3953 4.1060 -1.1831
C 3.3118 -0.5273 -1.9234
F 4.5855 -0.3548 -1.2696
N 2.8385 -1.9161 -1.4911
C 3.0793 -2.2584 -0.0562
O 2.9054 -1.2250 0.9297
C 4.0079 -1.1503 1.8676
C 4.1562 -2.1520 3.1531
O 4.9683 -0.3082 1.7255
P 4.0574 -2.9481 -2.3983
P 4.3096 -4.9363 -1.6779
O 3.7641 -6.0151 -2.6819
O 6.0242 -5.2487 -1.6251
O 3.7187 -5.3659 -0.1436
H 0.7432 -5.2350 -5.7936
H 1.5368 -4.4038 -1.2102
H -0.1223 -3.8272 -1.7417
H 1.5077 -1.9223 -3.1667
H -0.9488 -2.2672 -3.1219
H -1.0689 -0.4373 -3.1875
H -2.7616 -0.6965 -0.8657
H -3.8147 -2.5711 -0.9682
H 1.1218 0.3073 0.0071
H 0.1293 2.5481 -1.2899
H -1.0601 1.3829 -2.0471
H -0.7094 0.9456 1.0479
H -2.3047 1.2565 -0.0067
H -1.7480 3.7859 -0.0922
H -0.1705 3.4478 0.9483
H -2.9386 2.2782 2.0172
H -2.8044 4.1411 2.0022
H -0.2192 3.4055 3.1404
H -1.6849 4.0807 4.0762
H -2.5227 1.7466 4.6394
H -1.4130 0.9538 3.2753
H 0.8857 -0.9668 6.1357
H 1.2423 -1.5134 4.3869
H -0.5314 -1.3805 4.9056
H 0.8207 0.5062 -3.6313
H 2.5557 0.7629 -4.2159
H 1.5890 5.0996 -3.4169
H 2.1915 2.8476 -0.9992
H 4.1708 2.6197 -2.9652
H 5.2276 2.0607 -1.5533
H 3.6121 4.3429 -0.3760
H 5.4321 4.1612 -0.6463
H 4.4353 4.9171 -2.0046
H 3.5958 -0.6655 -3.0530
H 4.1920 -2.6151 0.0325
H 2.4417 -3.1621 0.3228
H 4.1288 -3.2587 2.8147
H 3.3712 -1.8961 3.9550
H 5.2086 -1.9821 3.6214
H 3.4299 -3.0594 -3.7125
H 6.1256 -6.1143 -1.1428
H 3.4339 -6.3199 -0.1134
C -7.0492 4.3288 1.2547
C -5.9283 5.3217 1.4813
O -4.7116 4.8143 0.9384
H -6.8106 3.3688 1.7219
H -7.9900 4.6987 1.6686
H -7.1853 4.1384 0.1858
H -5.7784 5.4938 2.5500
H -6.1531 6.2814 1.0056
H -4.8531 4.6733 -0.0089
C 9.8036 -7.7327 -2.3503
C 9.2338 -8.2871 -1.0602
O 7.8722 -7.9015 -0.9241
H 9.7280 -6.6416 -2.3658
H 10.8528 -8.0156 -2.4667
H 9.2412 -8.1032 -3.2122
H 9.7837 -7.8973 -0.2003
H 9.2947 -9.3795 -1.0426
H 7.3879 -8.2576 -1.6860
C -7.1978 0.3657 -1.0473
C -6.0810 1.3634 -0.8165
O -4.8607 0.8694 -1.3519
H -6.9580 -0.5938 -0.5803
H -8.1406 0.7332 -0.6346
H -7.3320 0.1751 -2.1165
H -5.9352 1.5344 0.2525
H -6.3078 2.3228 -1.2916
H -4.9932 0.7296 -2.3009
C 8.5785 -4.1132 1.6776
C 8.3959 -3.3671 2.9836
O 8.2013 -1.9829 2.7289
H 9.4372 -3.7184 1.1273
H 8.7337 -5.1804 1.8557
H 7.7021 -3.9873 1.0340
H 9.2816 -3.4768 3.6136
H 7.5303 -3.7478 3.5359
H 7.4089 -1.8981 2.1784
C -9.5218 8.0126 4.1181
C -8.4903 7.6407 3.0721
O -9.1354 7.2300 1.8725
H -10.1781 7.1635 4.3291
H -9.0397 8.3255 5.0477
H -10.1592 8.8271 3.7608
H -7.8702 6.8128 3.4240
H -7.8374 8.4898 2.8470
H -9.6755 7.9717 1.5627
C 1.2946 6.2443 5.1103
C 1.7613 5.8592 3.7209
O 0.6459 5.7351 2.8469
H 0.6034 5.4939 5.5047
H 2.1416 6.3381 5.7945
H 0.7535 7.1952 5.0873
H 2.2818 4.8987 3.7448
H 2.4442 6.6120 3.3147
H 0.1954 6.5918 2.8244
C -11.6884 5.2596 -0.8141
C -11.6102 4.2119 0.2781
O -10.5074 4.4795 1.1346
H -10.7653 5.2725 -1.4009
H -12.5298 5.0632 -1.4838
H -11.8065 6.2589 -0.3841
H -11.4704 3.2182 -0.1546
H -12.5262 4.2020 0.8770
H -10.6429 5.3581 1.5204
C 9.4841 -7.7631 3.1497
C 10.2426 -8.9979 3.5935
O 11.2134 -9.3526 2.6173
H 8.9885 -7.9390 2.1904
H 8.7303 -7.4822 3.8899
H 10.1673 -6.9204 3.0050
H 9.5605 -9.8424 3.7158
H 10.7508 -8.8236 4.5471
H 11.8186 -8.6031 2.5214
C 6.7942 -6.7575 -5.8719
C 6.8248 -8.0134 -5.0246
O 6.4121 -7.7167 -3.6963
H 7.4506 -5.9922 -5.4478
H 7.1141 -6.9693 -6.8952
H 5.7857 -6.3334 -5.8988
H 7.8374 -8.4215 -4.9824
H 6.1606 -8.7796 -5.4363
H 5.5097 -7.3638 -3.7428
C -14.8611 5.7372 -4.8164
C -14.8377 4.4773 -3.9743
O -15.2511 4.7690 -2.6455
H -14.2022 6.4976 -4.3879
H -14.5403 5.5284 -5.8401
H -15.8674 6.1660 -4.8434
H -13.8269 4.0644 -3.9319
H -15.5046 3.7158 -4.3907
H -16.1499 5.1259 -2.6910
*
```

Computed properties:
DFT total energy   -6696.18189 hartree
E_HOMO   -0.407 hartree

Atom charges from the Mulliken analysis, given in e for atoms 1 to 2: atom 1 (C): -0.6499, atom 2 (C): -0.2857


> Which of these has the highest DFT total energy?

C46H95N7NiO14


> Which value of DFT total energy does entry 1 give?

-4754.09905 hartree


> The highest DFT total energy belongs to which entry?

C46H95N7NiO14